C3H3NO4 | ωB97M-V/def2-TZVPD

Calculated values
Orbital gap in eV: 12.033
SMILES: O=C1NC(=O)OCO1
Max |F| in hartree/bohr: 0.0634
E_HOMO in eV: -11.5
Relative energy (zero: lowest compared OMol25 entry of this formula, charge and spin) in eV: 0.137
E_tot in a.u.: -471.8681
LUMO energy in eV: 0.55

Geometry as XYZ:
```
11
Properties=species:S:1:pos:R:3:forces:R:3
O 1.613412 -0.578830 -1.773959 0.568 1.035 -0.526
C 0.894810 -0.395121 -0.851910 -0.720 -1.046 0.887
N 0.559615 0.826041 -0.228064 0.436 0.736 -0.953
C -0.636612 1.047710 0.430325 -1.766 0.733 1.052
O -1.236462 2.115772 0.513453 1.754 -2.738 -0.241
O -1.123198 -0.103652 1.038447 -0.201 0.908 -0.486
C -0.356844 -1.284699 1.021059 1.153 0.639 -1.695
O 0.289130 -1.470826 -0.299268 -0.952 0.307 1.530
H 0.906324 1.667593 -0.704252 -0.114 -0.636 0.240
H -1.027175 -2.139471 1.112883 0.186 0.276 0.243
H 0.452364 -1.217464 1.761591 -0.345 -0.214 -0.050
```
Forces are in eV/Å.